Computed, not measured: C2H4N4O2 in the gas phase at a distorted geometry, with ωB97M-V/def2-TZVPD.

Results
E   -447.913816 a.u.
LUMO   0.07 eV
2S+1   1
Charge   0
Orbital gap   9.25 eV
Maximum force   5.3 eV/Å

Last column: Löwdin charge in e.
Cartesian coordinates (Å):
C (0.091, 0.901, 1.174)  -0.12
C (0.550, -1.028, 0.388)  -0.47
H (-1.396, 1.900, -1.178)  0.17
H (-0.043, 1.712, 1.828)  0.13
H (1.539, -2.250, 1.415)  0.13
H (-1.273, -0.520, -2.198)  0.21
N (0.026, 1.032, -0.164)  -0.21
N (0.341, -0.285, 1.532)  0.11
N (1.127, -2.161, 0.363)  0.14
N (0.103, -0.211, -0.782)  0.00
O (-0.393, 2.057, -0.918)  0.03
O (-1.338, -0.646, -1.068)  -0.10

=====

Computed, not measured: 16 unconnected molecules or ions with the total composition C47H131N5O16 at a distorted geometry, with ωB97M-V/def2-TZVPD.

Results
E   -3346.821643 a.u.
LUMO   0.28 eV
2S+1   1
Charge   0
Orbital gap   9.34 eV
Maximum force   1.6 eV/Å

Last column: Löwdin charge in e.
Cartesian coordinates (Å):
C (5.630, -0.540, -4.221)  -0.04
C (4.524, -1.589, -4.242)  -0.45
C (3.843, -1.744, -2.895)  -0.05
O (3.483, -1.180, -5.143)  -0.07
H (5.241, 0.401, -3.831)  0.06
H (6.011, -0.349, -5.227)  0.08
H (6.456, -0.868, -3.588)  0.08
H (4.937, -2.558, -4.545)  0.14
H (4.339, -2.475, -2.253)  0.07
H (2.898, -2.265, -3.090)  0.07
H (3.650, -0.807, -2.377)  0.07
H (3.871, -1.122, -6.024)  0.11
C (2.017, 5.217, 3.105)  -0.04
C (2.382, 4.264, 1.981)  -0.46
C (3.740, 4.564, 1.392)  -0.05
O (2.376, 2.950, 2.536)  -0.08
H (2.006, 6.275, 2.841)  0.09
H (2.732, 5.086, 3.920)  0.10
H (1.008, 5.013, 3.462)  0.05
H (1.623, 4.350, 1.193)  0.13
H (4.556, 4.296, 2.072)  0.09
H (3.890, 5.617, 1.149)  0.09
H (3.930, 3.987, 0.483)  0.06
H (3.039, 2.389, 2.117)  0.08
C (2.826, -3.014, 2.434)  -0.06
C (4.227, -3.575, 2.582)  -0.47
C (5.119, -3.092, 1.460)  -0.04
O (4.821, -3.063, 3.785)  -0.05
H (2.388, -3.337, 1.484)  0.05
H (2.778, -1.928, 2.440)  0.06
H (2.169, -3.428, 3.205)  0.08
H (4.202, -4.668, 2.644)  0.14
H (5.118, -2.002, 1.410)  0.07
H (4.913, -3.504, 0.471)  0.06
H (6.154, -3.413, 1.626)  0.09
H (4.387, -3.472, 4.540)  0.09
C (-3.946, 8.814, -1.977)  -0.06
C (-3.983, 7.423, -1.339)  -0.47
C (-2.632, 6.763, -1.451)  -0.07
O (-4.288, 7.582, 0.061)  -0.08
H (-3.094, 9.356, -1.562)  0.08
H (-4.843, 9.400, -1.781)  0.08
H (-3.776, 8.730, -3.053)  0.08
H (-4.750, 6.799, -1.809)  0.14
H (-2.546, 5.857, -0.853)  0.06
H (-1.842, 7.429, -1.084)  0.09
H (-2.363, 6.582, -2.492)  0.09
H (-5.177, 7.949, 0.104)  0.10
C (-1.110, 0.116, -3.391)  -0.03
C (0.065, -0.710, -3.858)  -0.47
C (-0.315, -1.709, -4.946)  -0.04
O (1.079, 0.174, -4.361)  -0.07
H (-1.650, 0.525, -4.243)  0.10
H (-0.751, 0.924, -2.748)  0.07
H (-1.767, -0.494, -2.772)  0.06
H (0.567, -1.310, -3.082)  0.11
H (0.564, -2.286, -5.248)  0.08
H (-0.786, -1.223, -5.798)  0.09
H (-0.976, -2.476, -4.523)  0.07
H (1.847, -0.349, -4.643)  0.05
C (3.639, 3.025, -4.190)  -0.06
C (2.747, 3.120, -2.967)  -0.50
C (2.858, 4.486, -2.295)  -0.05
O (1.375, 2.943, -3.323)  -0.07
H (3.539, 3.866, -4.879)  0.08
H (3.408, 2.122, -4.761)  0.07
H (4.693, 3.006, -3.893)  0.08
H (2.997, 2.308, -2.268)  0.12
H (2.007, 4.647, -1.638)  0.07
H (2.817, 5.231, -3.094)  0.08
H (3.823, 4.596, -1.801)  0.07
H (1.252, 2.006, -3.535)  0.04
C (-4.768, 1.843, 0.591)  -0.05
C (-4.619, 0.494, -0.119)  -0.49
C (-5.898, 0.153, -0.857)  -0.05
O (-3.552, 0.513, -1.048)  -0.08
H (-4.849, 2.636, -0.157)  0.08
H (-3.945, 2.065, 1.271)  0.07
H (-5.690, 1.836, 1.176)  0.08
H (-4.454, -0.297, 0.630)  0.14
H (-5.774, -0.733, -1.478)  0.08
H (-6.175, 0.991, -1.509)  0.09
H (-6.749, 0.045, -0.186)  0.08
H (-2.723, 0.799, -0.634)  0.06
C (1.068, -0.500, 5.413)  -0.04
C (1.166, 0.560, 4.321)  -0.50
C (-0.191, 1.167, 4.034)  -0.05
O (2.045, 1.558, 4.835)  -0.07
H (0.443, -1.347, 5.118)  0.05
H (0.606, -0.095, 6.316)  0.09
H (2.080, -0.828, 5.648)  0.08
H (1.646, 0.111, 3.438)  0.11
H (-0.880, 0.393, 3.683)  0.06
H (-0.189, 1.926, 3.249)  0.06
H (-0.578, 1.582, 4.965)  0.09
H (2.227, 2.205, 4.126)  0.04
C (4.224, -5.564, -1.530)  -0.06
C (3.240, -5.949, -0.426)  -0.44
C (1.885, -6.310, -1.024)  -0.21
O (1.358, -5.354, -1.904)  -0.19
C (1.002, -4.103, -1.331)  -0.10
N (3.765, -7.077, 0.372)  0.04
H (4.365, -6.385, -2.237)  0.09
H (5.181, -5.194, -1.161)  0.07
H (3.805, -4.754, -2.140)  0.06
H (3.093, -5.097, 0.243)  0.10
H (1.166, -6.501, -0.218)  0.11
H (1.981, -7.247, -1.578)  0.13
H (1.878, -3.690, -0.828)  0.06
H (0.181, -4.191, -0.612)  0.07
H (0.723, -3.459, -2.162)  0.08
H (3.931, -7.849, -0.271)  0.07
H (4.699, -6.791, 0.655)  0.07
C (-3.896, -5.782, 3.281)  -0.05
C (-3.385, -5.172, 1.975)  -0.44
C (-1.984, -5.616, 1.583)  -0.18
O (-1.091, -5.090, 2.537)  -0.22
C (0.209, -5.634, 2.439)  -0.08
N (-4.339, -5.501, 0.923)  0.05
H (-4.033, -6.861, 3.194)  0.08
H (-4.868, -5.348, 3.518)  0.08
H (-3.194, -5.566, 4.089)  0.08
H (-3.326, -4.086, 2.174)  0.13
H (-1.750, -5.262, 0.574)  0.11
H (-2.015, -6.714, 1.575)  0.14
H (0.216, -6.722, 2.356)  0.10
H (0.782, -5.343, 3.320)  0.09
H (0.752, -5.174, 1.605)  0.06
H (-4.107, -4.998, 0.058)  0.04
H (-5.244, -5.096, 1.149)  0.08
C (-0.363, -1.314, 1.162)  -0.03
C (0.379, -0.626, 0.013)  -0.40
C (0.362, 0.891, 0.152)  -0.18
O (-0.966, 1.363, 0.037)  -0.21
C (-1.064, 2.760, 0.209)  -0.09
N (1.750, -1.149, -0.061)  0.08
H (0.013, -0.965, 2.124)  0.06
H (-0.195, -2.382, 1.033)  0.07
H (-1.419, -1.043, 1.102)  0.08
H (-0.100, -0.821, -0.953)  0.11
H (0.983, 1.431, -0.578)  0.13
H (0.762, 1.149, 1.147)  0.11
H (-0.536, 3.300, -0.594)  0.09
H (-0.584, 3.062, 1.143)  0.07
H (-2.103, 3.063, 0.104)  0.07
H (2.123, -0.719, -0.912)  0.05
H (2.354, -0.664, 0.607)  0.05
C (-4.599, -5.428, -3.621)  -0.05
C (-3.101, -5.193, -3.510)  -0.44
C (-2.647, -5.130, -2.066)  -0.19
O (-3.193, -4.037, -1.321)  -0.23
C (-2.607, -2.790, -1.645)  -0.08
N (-2.394, -6.269, -4.206)  0.04
H (-4.871, -6.482, -3.612)  0.08
H (-4.945, -5.031, -4.581)  0.08
H (-5.145, -4.877, -2.854)  0.08
H (-2.821, -4.231, -3.964)  0.12
H (-1.562, -5.091, -1.889)  0.11
H (-2.951, -6.043, -1.542)  0.13
H (-1.509, -2.778, -1.580)  0.07
H (-3.041, -2.054, -0.977)  0.08
H (-2.795, -2.567, -2.701)  0.08
H (-1.394, -6.109, -4.187)  0.07
H (-2.703, -6.355, -5.164)  0.07
C (-1.896, 5.478, 2.222)  -0.05
C (-2.534, 6.333, 3.313)  -0.43
C (-1.729, 7.575, 3.666)  -0.21
O (-0.410, 7.353, 4.120)  -0.20
C (-0.326, 6.671, 5.352)  -0.12
N (-3.880, 6.765, 2.882)  0.04
H (-1.797, 6.104, 1.328)  0.07
H (-2.521, 4.635, 1.934)  0.07
H (-0.869, 5.182, 2.451)  0.06
H (-2.655, 5.718, 4.210)  0.13
H (-2.280, 8.214, 4.364)  0.12
H (-1.620, 8.138, 2.732)  0.13
H (-0.864, 5.724, 5.394)  0.08
H (-0.768, 7.321, 6.128)  0.09
H (0.719, 6.614, 5.647)  0.09
H (-3.798, 7.108, 1.923)  0.03
H (-4.455, 5.932, 2.864)  0.07
C (5.558, 1.011, -0.044)  -0.13
O (4.311, 0.941, 0.644)  -0.15
H (6.283, 1.545, 0.570)  0.09
H (5.939, 0.007, -0.272)  0.07
H (5.409, 1.449, -1.029)  0.07
H (4.465, 0.488, 1.481)  0.08
C (-1.996, -2.197, 4.250)  -0.17
O (-1.007, -3.169, 4.502)  -0.13
H (-1.928, -1.373, 4.953)  0.07
H (-1.942, -1.837, 3.220)  0.05
H (-2.988, -2.657, 4.347)  0.07
H (-1.052, -3.882, 3.845)  0.03
C (-3.180, 3.450, -3.013)  -0.17
O (-3.795, 2.240, -3.378)  -0.13
H (-3.316, 4.168, -3.818)  0.08
H (-3.653, 3.883, -2.120)  0.06
H (-2.117, 3.328, -2.777)  0.07
H (-3.837, 1.624, -2.632)  0.03

=====

Computed, not measured: a molecular structure, C50H39O2P2RhSSe2Te2, with ωB97M-V/def2-TZVPD.

Results
E   -8609.624284 a.u.
LUMO (spin up / spin down)   -0.62 / -0.71 eV
2S+1   1
Charge   0
Orbital gap (spin up / spin down)   5.04 / 4.86 eV
Maximum force   0.9 eV/Å

Last column: Löwdin charge in e.
Cartesian coordinates (Å):
Rh (1.541, -0.259, 0.879)  0.09
O (0.001, -1.719, 3.221)  -0.48
S (-0.124, -1.382, 1.805)  0.74
C (-0.456, -2.906, 0.944)  -0.38
C (-0.589, -4.007, 1.751)  -0.09
C (-1.091, -5.237, 1.259)  0.01
C (-1.510, -5.292, -0.036)  -0.14
C (-2.156, -6.394, -0.842)  -0.09
C (-2.407, -5.772, -2.245)  -0.09
C (-1.835, -4.376, -2.158)  -0.14
C (-1.729, -3.374, -3.083)  0.00
C (-1.032, -2.204, -2.719)  -0.06
C (-0.512, -1.992, -1.457)  -0.29
P (0.756, -0.702, -1.292)  0.96
C (-0.049, 0.672, -2.196)  -0.32
C (0.588, 1.371, -3.215)  -0.07
C (-0.085, 2.359, -3.920)  -0.08
C (-1.408, 2.655, -3.624)  -0.08
C (-2.063, 1.942, -2.629)  -0.07
C (-1.385, 0.959, -1.924)  -0.10
C (2.097, -1.338, -2.219)  -0.37
C (3.389, -0.528, -2.435)  -0.25
C (4.490, -1.311, -3.104)  -0.08
C (4.379, -2.602, -3.425)  -0.11
C (3.183, -3.354, -3.145)  -0.13
C (2.132, -2.727, -2.560)  -0.19
C (-0.747, -2.961, -0.447)  -0.15
C (-1.342, -4.158, -0.861)  -0.08
C (-1.742, -0.585, 1.640)  -0.23
C (-2.775, -1.458, 1.910)  -0.04
C (-4.133, -1.106, 1.839)  0.01
C (-4.441, 0.175, 1.490)  -0.15
C (-5.774, 0.858, 1.320)  -0.09
C (-5.424, 2.338, 1.023)  -0.10
C (-3.916, 2.387, 1.035)  -0.15
C (-3.057, 3.434, 0.901)  0.00
C (-1.677, 3.169, 1.008)  -0.07
C (-1.146, 1.912, 1.189)  -0.27
P (0.649, 1.781, 1.405)  0.96
C (0.735, 2.347, 3.140)  -0.37
C (0.527, 1.409, 4.149)  -0.14
C (0.495, 1.809, 5.475)  -0.07
C (0.675, 3.146, 5.805)  -0.08
C (0.874, 4.083, 4.804)  -0.08
C (0.900, 3.686, 3.473)  -0.09
C (1.436, 3.117, 0.455)  -0.35
C (2.718, 3.487, 0.870)  -0.12
C (3.456, 4.398, 0.136)  -0.07
C (2.932, 4.939, -1.032)  -0.08
C (1.669, 4.563, -1.457)  -0.07
C (0.923, 3.652, -0.720)  -0.09
C (-2.022, 0.791, 1.354)  -0.13
C (-3.397, 1.097, 1.280)  -0.08
H (-0.329, -3.906, 2.797)  0.10
H (-1.170, -6.084, 1.928)  0.12
H (-3.083, -6.732, -0.376)  0.12
H (-1.498, -7.262, -0.905)  0.12
H (-3.470, -5.744, -2.489)  0.12
H (-1.914, -6.342, -3.034)  0.12
H (-2.110, -3.481, -4.091)  0.12
H (-0.833, -1.468, -3.489)  0.12
H (1.607, 1.138, -3.480)  0.09
H (0.428, 2.893, -4.710)  0.11
H (-1.932, 3.420, -4.182)  0.10
H (-3.103, 2.143, -2.404)  0.10
H (-1.918, 0.380, -1.184)  0.10
H (3.174, 0.350, -3.072)  0.13
H (5.397, -0.768, -3.343)  0.10
H (5.216, -3.099, -3.904)  0.10
H (3.121, -4.402, -3.400)  0.09
H (1.262, -3.332, -2.344)  0.09
H (-2.533, -2.475, 2.186)  0.11
H (-4.892, -1.848, 2.051)  0.12
H (-6.379, 0.756, 2.222)  0.12
H (-6.339, 0.404, 0.505)  0.12
H (-5.838, 3.009, 1.777)  0.12
H (-5.818, 2.663, 0.059)  0.12
H (-3.402, 4.448, 0.744)  0.12
H (-1.000, 4.012, 0.953)  0.10
H (0.414, 0.356, 3.919)  0.05
H (0.353, 1.067, 6.250)  0.11
H (0.667, 3.455, 6.843)  0.10
H (1.012, 5.127, 5.054)  0.10
H (1.060, 4.429, 2.702)  0.10
H (3.142, 3.052, 1.768)  0.07
H (4.446, 4.679, 0.472)  0.11
H (3.511, 5.648, -1.609)  0.10
H (1.255, 4.970, -2.371)  0.10
H (-0.053, 3.358, -1.080)  0.09
Se (2.759, -2.435, 0.601)  0.09
Te (3.087, -3.523, 2.844)  0.22
Te (3.284, -1.263, 4.407)  0.21
Se (3.384, 0.332, 2.525)  -0.04
C (5.189, 0.093, -0.634)  -0.01
C (3.813, 0.202, -1.177)  -0.42
O (2.953, 0.904, -0.639)  -0.11
H (5.934, 0.266, -1.411)  0.09
H (5.295, -0.944, -0.296)  0.09
H (5.329, 0.767, 0.206)  0.06

=====

Question: What is the formula in the second record?
Answer: C47H131N5O16

=====

Question: Number 3 is which compound?
Answer: C50H39O2P2RhSSe2Te2